Record 1
This record from the Open Molecules 2025 dataset describes a single C4H7NO2 molecule in a non-equilibrium geometry. The level of theory is ωB97M-V/def2-TZVPD.

```
! wB97M-V def2-TZVPD RIJCOSX def2/J DEFGRID3
* xyz 0 1
C -0.8316 0.6441 0.6776
C -2.1415 0.3896 0.5687
C -0.0156 -0.4521 0.0108
C 1.2925 0.0065 -0.4453
N -0.8032 -1.0821 -1.0399
O -2.6022 -0.4666 -0.3388
O 0.2478 -1.4219 1.0135
H -0.2176 1.2171 1.4627
H -2.8892 1.0403 0.9587
H 1.9163 0.5085 0.2436
H 1.3394 0.6901 -1.2317
H 1.9025 -0.8435 -0.7602
H -0.9413 -0.4183 -1.8123
H -0.5698 -1.7744 1.1973
*
```

Values from the calculation:
HOMO energy (spin up / spin down): -8.95 / -8.91 eV

Record 2
This record from the Open Molecules 2025 dataset describes an isolated ion of composition C4H10N5 and charge +1 in a non-equilibrium geometry. The level of theory is ωB97M-V/def2-TZVPD.

```
! wB97M-V def2-TZVPD RIJCOSX def2/J DEFGRID3
* xyz 1 1
C 1.0543 -1.8025 0.5417
C 1.8673 0.0559 -0.7112
C -0.0679 0.4419 0.6261
C -2.1251 0.1529 -0.6388
N 0.1052 -1.1903 1.0827
N 1.9206 -1.2152 -0.4441
N 0.8390 0.7600 -0.4823
N 0.4378 1.1438 1.7137
N -1.3841 0.8516 0.3354
H 1.1572 -2.8975 0.5940
H 2.7587 0.5292 -1.3122
H -1.7965 0.1298 -1.7873
H -2.4643 -0.8682 -0.4472
H -3.1503 0.5946 -0.7627
H 2.6629 -1.8638 -0.7740
H 0.8859 1.7371 -0.7613
H 1.4355 1.2492 2.0028
H -0.1283 1.8736 2.1432
H -1.8995 1.0266 1.1927
*
```

Values from the calculation:
HOMO energy: -13.43 eV

Record 3
This record from the Open Molecules 2025 dataset describes C7H15N as an isolated structure in a non-equilibrium geometry. The level of theory is ωB97M-V/def2-TZVPD.

```
! wB97M-V def2-TZVPD RIJCOSX def2/J DEFGRID3
* xyz 0 1
C 0.4172 -0.6593 -0.1871
C -0.1175 0.6441 -0.0009
C 0.5106 -1.5880 0.9816
C 1.6302 -0.6829 1.4150
C 0.3337 1.7619 -0.9070
C -0.7637 1.1127 1.2769
C -1.7987 -0.3587 -1.0258
N 1.0506 -1.0687 -1.3638
H 0.9059 -0.4893 -2.1770
H 0.9130 -2.0470 -1.5770
H 0.7931 -2.6067 0.7029
H -0.3577 -1.6015 1.6342
H 1.5383 -0.1413 2.3454
H 2.6384 -0.9302 1.1119
H -0.2968 1.8398 -1.7981
H 1.3627 1.6313 -1.2483
H 0.2719 2.7379 -0.4218
H -0.0820 1.7455 1.8488
H -1.6295 1.7341 1.0228
H -1.1009 0.2997 1.9153
H -2.6063 0.2802 -0.6748
H -2.0140 -1.3988 -0.7869
H -1.5984 -0.2148 -2.0861
*
```

Values from the calculation:
HOMO energy: -6.09 eV